Entry 1:
Below is a molecular structure, C13H23I2IrOP2Se at a distorted geometry, with properties calculated with ωB97M-V with the def2-TZVPD basis set.

Each line ends with the Löwdin charge.
Element x y z (Å)
I 0.02641 -1.12182 -6.81978  0.5007
I 0.02521 1.58489 -6.82558  0.5309
Ir 0.02504 0.47031 -0.75329  0.5060
P -2.27803 0.27284 -0.83539  0.6290
C -3.03582 0.11203 -2.49774  -0.2495
C -2.76676 -1.21714 0.08624  -0.2262
H -3.85293 -1.20675 0.24739  0.0692
H -4.24031 1.52923 -0.15029  0.0647
H -2.24591 -1.24640 1.05197  0.0210
H -2.80738 1.94129 0.86549  0.0105
H -2.70009 -0.81613 -2.97521  0.0527
H -2.48505 -2.09328 -0.51265  0.0601
C -3.15789 1.72191 -0.15225  -0.2601
H -4.12965 0.09634 -2.40164  0.0656
H -2.95268 2.58925 -0.79206  0.0613
H -2.74266 0.96044 -3.12893  0.0475
P 2.32725 0.25540 -0.82280  0.6282
C 3.09227 0.09727 -2.48210  -0.2497
C 3.21305 1.69511 -0.12733  -0.2609
H 2.26172 -1.28097 1.04965  0.0206
H 3.88496 -1.22887 0.27787  0.0690
H 2.53528 -2.11288 -0.51709  0.0602
C 2.80228 -1.24138 0.09525  -0.2265
H 2.85853 1.90791 0.89036  0.0115
H 4.29405 1.49503 -0.12174  0.0645
H 4.18557 0.07793 -2.38118  0.0656
H 2.80465 0.94813 -3.11259  0.0476
H 3.01657 2.56815 -0.76214  0.0613
H 2.75594 -0.82871 -2.96347  0.0527
C 0.03086 0.45937 -2.61131  -0.4632
O 0.03570 0.39745 -3.77570  -0.1079
Se 0.02347 1.74749 1.27743  0.8310
C -0.02792 0.35623 2.61851  -0.5846
C -1.26129 -0.10499 3.10980  -0.1475
C -1.29866 -1.06020 4.12710  -0.0556
C -0.10461 -1.58189 4.64385  -0.0507
C 1.12598 -1.14302 4.14009  -0.0559
C 1.16673 -0.18622 3.12323  -0.1436
H -2.18446 0.30776 2.69715  0.0953
H -2.25942 -1.40696 4.51388  0.1206
H -0.13592 -2.32725 5.44083  0.1191
H 2.05638 -1.55568 4.53914  0.1210
H 2.11950 0.16877 2.72703  0.0946

Force components x, y, z for each atom (eV/Å):
I 0.0 -1.4 -0.1
I 0.0 1.4 -0.1
Ir 0.0 1.4 -1.5
P -0.5 0.2 0.0
C 0.0 -0.1 0.2
C -0.3 0.2 -0.1
H 0.2 -0.1 0.0
H 0.3 0.1 0.1
H -0.2 -0.1 -0.3
H -0.2 -0.1 -0.3
H -0.1 0.2 0.1
H -0.1 0.2 0.2
C -0.3 -0.3 0.0
H 0.3 0.0 -0.1
H 0.0 -0.2 0.2
H -0.1 -0.2 0.2
P 0.5 0.2 0.0
C 0.0 -0.1 0.2
C 0.2 -0.3 0.0
H 0.2 -0.1 -0.3
H -0.2 -0.1 0.0
H 0.1 0.2 0.2
C 0.3 0.2 -0.1
H 0.2 -0.1 -0.3
H -0.3 0.1 0.1
H -0.3 0.0 -0.1
H 0.1 -0.2 0.2
H 0.0 -0.2 0.2
H 0.1 0.2 0.1
C 0.0 -1.5 -0.7
O 0.0 0.7 1.3
Se 0.0 -0.5 0.4
C 0.0 -0.8 0.8
C 0.3 0.3 -0.1
C 0.3 -0.1 -0.1
C 0.0 0.2 -0.2
C -0.2 -0.1 -0.1
C -0.3 0.3 -0.1
H 0.2 -0.1 0.3
H 0.3 0.1 -0.1
H 0.0 0.3 -0.3
H -0.3 0.2 -0.2
H -0.2 -0.1 0.3

Results
Spin multiplicity = 5
Charge = +2
Energy = -118849.585 eV
LUMO level (alpha / beta) = -5.716 / -10.941 eV
HOMO energy (alpha / beta) = -13.770 / -13.596 eV



Entry 2:
Below is C13H23N3OS in the gas phase, with properties calculated with ωB97M-V with the def2-TZVPD basis set.

Each line ends with the Löwdin charge.
Element x y z (Å)
C -6.23873 -1.31794 -0.17790  0.0222
C -4.93558 -1.47156 -0.04903  -0.1576
C -3.93207 -0.73654 -0.89378  -0.1688
N -3.21747 0.23616 -0.10257  -0.0093
C -2.10994 0.07355 0.68610  -0.3078
C -1.32027 -1.18016 0.78086  -0.1027
C -0.27989 -1.26855 -0.34498  -0.1323
C 0.82303 -0.19766 -0.22997  -0.3952
O 1.36658 0.06957 -1.50472  -0.0321
C 1.89021 -0.60892 0.79145  -0.1507
C 2.73202 0.55947 1.30883  -0.1962
C 3.62251 1.21966 0.25536  -0.2264
C 4.79846 0.34651 -0.17788  -0.2729
C 5.67900 1.06342 -1.19386  -0.1151
N -1.80975 1.17408 1.30048  0.1149
N -2.74388 2.07614 0.91574  0.0271
C -3.64099 1.53768 0.05237  -0.8443
S -4.92630 2.26284 -0.65792  0.5978
H -6.93814 -1.84078 0.45158  0.0569
H -6.65676 -0.65709 -0.91842  0.0573
H -4.52274 -2.12089 0.71248  0.0954
H -3.21279 -1.42851 -1.33964  0.1216
H -4.44854 -0.18186 -1.68263  0.0941
H -1.98824 -2.04114 0.72711  0.1119
H -0.81838 -1.18644 1.74827  0.1175
H 0.17188 -2.26368 -0.33456  0.1214
H -0.77335 -1.13144 -1.31047  0.1146
H 0.36551 0.74728 0.08117  0.1362
H 1.89857 -0.68639 -1.77937  0.0986
H 2.53649 -1.36880 0.34347  0.1147
H 1.38992 -1.06774 1.64593  0.1093
H 2.05218 1.31007 1.71783  0.1120
H 3.35910 0.19891 2.12871  0.1100
H 4.01843 2.14837 0.67315  0.1130
H 3.02067 1.47797 -0.61608  0.1019
H 5.39533 0.08133 0.69868  0.1092
H 4.43331 -0.58219 -0.62109  0.0954
H 5.10077 1.32637 -2.07696  0.0720
H 6.50854 0.42994 -1.50051  0.0664
H 6.08531 1.97809 -0.76784  0.0707
H -2.73403 3.02085 1.26063  0.1492

Force components x, y, z for each atom (eV/Å):
C -0.1 -0.1 0.0
C 0.2 0.0 -0.1
C -0.3 -0.3 -0.2
N 0.2 0.8 0.3
C 0.1 0.2 0.3
C 0.2 0.0 -0.2
C 0.1 0.3 0.0
C -0.3 -0.4 0.4
O 0.3 0.0 -0.5
C -0.1 0.5 0.0
C 0.0 0.0 -0.2
C 0.1 -0.2 0.2
C -0.1 0.3 -0.1
C 0.0 -0.2 0.1
N 0.6 -0.3 0.5
N -0.4 -0.7 -0.5
C 0.2 0.2 0.2
S -0.7 0.4 -0.3
H -0.1 -0.1 0.2
H 0.0 0.2 -0.2
H 0.0 -0.1 0.1
H 0.0 0.1 0.0
H 0.2 -0.1 0.0
H 0.0 0.0 0.1
H -0.1 -0.1 0.0
H 0.0 0.0 -0.1
H 0.0 0.0 0.0
H 0.1 -0.1 0.0
H 0.0 0.0 0.0
H -0.1 -0.2 0.0
H 0.0 -0.1 0.0
H 0.0 0.0 0.1
H 0.0 0.1 0.1
H 0.0 0.1 0.0
H 0.1 0.1 0.0
H 0.0 -0.1 0.0
H 0.0 -0.1 0.0
H 0.0 0.1 -0.1
H 0.1 0.0 -0.1
H 0.1 0.1 0.0
H -0.1 -0.1 -0.1

Results
Structure (SMILES) = C=CCn1c(CC[C@H](O)CCCCC)n[nH]c1=S
Energy = -31207.033 eV
LUMO level = 0.669 eV
HOMO energy = -7.916 eV



Entry 3:
Below is a molecular structure, C13H23N3OS2 at a distorted geometry, with properties calculated with ωB97M-V with the def2-TZVPD basis set.

Each line ends with the Löwdin charge.
Element x y z (Å)
C 2.90616 -5.92934 -2.46518  -0.1149
C 1.98888 -5.62037 -3.64268  -0.2725
C 0.81875 -4.70969 -3.26793  -0.2321
C 1.26283 -3.30090 -2.87747  -0.2188
C 0.09876 -2.32094 -2.72751  -0.2811
C -0.80653 -2.68276 -1.56162  -0.4840
H -0.24106 -2.74876 -0.63341  0.0751
H -1.34741 -3.61021 -1.74067  0.0683
S -2.10947 -1.43184 -1.29389  0.9564
C -1.18268 -0.19877 -0.50722  -0.8383
N 0.09022 -0.32175 -0.25488  -0.3148
S 0.64652 1.02396 0.51640  1.1037
C -0.95084 1.70826 0.44985  -0.5617
N -1.81814 0.93879 -0.12650  0.0630
N -1.21111 2.93863 0.97955  0.1241
C -0.19887 3.63786 1.58068  -0.4865
O 0.92082 3.16919 1.61952  -0.0239
C -0.58993 4.95321 2.19307  -0.0857
H 0.19361 5.67717 1.96421  0.1316
H -1.53605 5.30818 1.78216  0.1237
C -0.70087 4.81254 3.72413  -0.4208
C -1.82241 3.84873 4.10290  -0.0686
H -1.63322 2.85180 3.71132  0.0751
H -2.77808 4.20070 3.71793  0.0843
H -1.90069 3.77467 5.18472  0.0807
C -0.93773 6.18269 4.35203  -0.0777
H -0.12950 6.86670 4.10548  0.0779
H -0.99307 6.09528 5.43408  0.0785
H -1.87274 6.60950 3.99491  0.0819
H 0.24889 4.41162 4.09178  0.1414
H -2.16024 3.28036 0.93330  0.1617
H 0.50421 -1.32344 -2.54881  0.0911
H -0.48809 -2.29323 -3.64833  0.1082
H 1.93510 -2.91798 -3.64882  0.1161
H 1.81590 -3.33080 -1.93791  0.1102
H 0.26750 -5.16640 -2.44391  0.1061
H 0.14246 -4.64030 -4.12380  0.1131
H 2.56926 -5.15246 -4.44125  0.1041
H 1.58803 -6.55900 -4.03313  0.1015
H 3.67397 -6.64065 -2.76131  0.0666
H 3.39885 -5.02918 -2.10790  0.0638
H 2.33801 -6.36103 -1.64389  0.0731

Force components x, y, z for each atom (eV/Å):
C -0.1 0.0 -0.2
C -0.2 -0.1 0.2
C 0.3 0.1 -0.1
C -0.3 0.0 -0.1
C 0.3 -0.1 0.1
C -0.3 0.5 0.0
H 0.0 -0.1 0.0
H 0.0 0.0 0.1
S -0.3 -0.5 -0.2
C 0.9 -0.1 0.2
N 0.0 -0.4 -0.2
S -0.5 -0.2 -0.2
C 1.0 -0.5 0.0
N -0.6 0.6 0.1
N -0.3 0.1 -0.1
C -0.4 0.5 0.0
O 0.1 0.3 0.2
C 0.3 -0.1 0.3
H 0.0 0.0 -0.1
H 0.0 0.1 0.0
C -0.2 0.1 0.0
C 0.3 0.0 0.0
H -0.1 -0.1 0.0
H -0.1 0.0 0.0
H -0.1 0.0 0.1
C 0.2 -0.2 -0.1
H 0.1 0.1 0.0
H 0.0 0.0 0.1
H -0.1 0.1 0.0
H 0.0 0.0 -0.1
H 0.1 0.0 0.0
H -0.1 0.0 -0.1
H 0.0 0.0 0.0
H 0.1 0.0 0.0
H 0.1 0.0 0.0
H -0.1 -0.1 0.0
H -0.1 0.0 0.0
H 0.0 0.0 -0.1
H 0.0 0.0 -0.1
H 0.1 -0.1 0.1
H 0.1 0.1 0.1
H 0.0 -0.1 0.1

Results
Energy = -42043.921 eV
LUMO level = 0.624 eV
HOMO energy = -8.197 eV



Entry 4:
Below is a molecular structure, C13H23NO6 at a distorted geometry, with properties calculated with ωB97M-V with the def2-TZVPD basis set.

Each line ends with the Löwdin charge.
Element x y z (Å)
C -0.53090 4.03078 2.46225  -0.1513
H 0.35469 4.31844 3.01452  0.1072
H -1.38524 4.15745 2.85733  0.0309
H -0.33186 4.51339 1.45305  0.1345
O -0.21590 2.78770 2.17227  -0.0979
C -0.35311 1.98219 3.40022  -0.2637
O -0.49230 2.47357 4.54198  0.0773
C -0.06238 0.40613 3.01639  -0.1493
H -0.86675 0.19046 2.32073  0.1011
C 1.20655 0.17494 2.33397  -0.1199
C 1.15819 -1.30483 1.75071  -0.3155
O 1.63614 -2.24663 2.24192  0.1382
N 0.80901 -0.94934 0.22882  -0.0694
C 0.27392 0.01164 -0.35503  -0.2520
H -0.35753 -0.16971 -1.07350  0.0400
H -0.18642 0.93251 0.35173  0.1804
C 1.44066 0.80410 -1.28385  -0.3214
H 1.88415 -0.05663 -1.76046  0.1072
H 2.30233 0.92510 -0.54625  0.1363
O 1.01046 1.72373 -1.96245  -0.0613
C 0.95897 1.45679 -3.33402  -0.0681
H 0.75868 2.36906 -3.72683  0.0925
C -0.55558 0.69385 -3.57102  -0.1175
H -1.43756 1.29627 -2.94529  0.1795
O -0.20654 -0.73840 -3.23597  -0.1451
C -1.68163 -1.30182 -3.47574  -0.1687
C -1.61215 -2.38427 -2.70400  -0.1738
O -1.68247 -2.42289 -1.19474  -0.1237
C -0.89794 -2.86311 -0.33019  -0.3200
C 0.54691 -2.31511 -0.45097  -0.0637
H 0.98162 -2.25858 -1.40478  0.0799
H 1.43252 -3.01738 0.06802  0.1726
H -1.23158 -2.90238 0.60513  0.0967
H -0.71874 -3.87504 -0.70596  0.1260
H -0.67517 -2.98097 -2.84861  0.1353
H -2.49373 -3.38941 -2.84906  0.2232
H -2.32585 -0.65096 -3.03982  0.0872
H -2.16561 -1.46415 -4.43295  0.1502
H -0.76242 0.87276 -4.66169  0.1126
H 1.56077 0.71498 -3.59811  0.0771
H 1.34029 1.02240 1.66551  0.1017
H 1.70609 0.04257 3.37102  0.1602
H -0.35395 -0.11537 3.95411  0.1347

Force components x, y, z for each atom (eV/Å):
C 7.7 3.8 -4.6
H -0.5 1.5 1.1
H -6.2 1.3 2.9
H -1.1 0.3 1.2
O -0.8 -7.6 2.5
C 1.7 -0.1 0.8
O 0.1 -1.7 -4.6
C -5.0 3.0 1.3
H -0.7 0.0 -0.1
C 0.9 -2.6 3.9
C -0.1 8.0 -4.2
O -0.1 -2.3 0.2
N 3.8 -13.7 6.7
C 0.1 13.0 0.2
H -4.1 -1.4 -3.3
H 0.9 -2.3 -1.8
C 2.8 -8.3 8.4
H 0.0 -0.5 -1.2
H -0.8 1.1 -0.3
O -1.6 6.8 -4.6
C -7.6 -0.2 2.7
H 0.7 2.6 -2.2
C 2.9 1.9 0.6
H 2.4 -2.1 -1.1
O -5.5 2.6 -2.7
C 2.8 3.3 -1.3
C -0.4 -13.3 5.8
O -8.0 7.0 -6.1
C 8.6 -3.8 -2.3
C 3.4 -0.1 4.1
H -0.3 0.2 -1.8
H -2.8 1.4 -1.0
H -1.7 0.2 3.9
H 0.5 -1.5 1.1
H -0.6 0.5 -0.6
H 2.2 3.4 -0.4
H -1.7 2.6 1.5
H 1.3 -0.2 -0.8
H -0.1 -0.8 0.8
H 3.4 -2.3 -1.7
H 1.0 -0.5 0.1
H 1.4 0.7 -2.4
H 0.9 0.0 -0.6

Results
Energy = -27614.900 eV
LUMO level = 0.609 eV
HOMO energy = -7.520 eV



Entry 5:
Below is a molecular structure, C13H24AgBr3O6 at a distorted geometry, with properties calculated with ωB97M-V with the def2-TZVPD basis set.

Each line ends with the Löwdin charge.
Element x y z (Å)
Ag 2.70959 4.37781 1.60184  0.9057
C 0.10634 1.02656 1.43531  -0.0400
C -0.01753 2.18325 2.41280  -0.3241
O 0.68046 3.32588 1.99201  -0.0792
H -0.52902 0.29880 1.94007  0.0919
H 1.08244 0.54145 1.43682  0.0865
H -0.41475 1.26126 0.50714  0.0872
H 0.18237 1.90256 3.44689  0.1011
H -1.07398 2.45114 2.42826  0.1362
C -0.97364 1.00121 -3.73311  -0.0182
C 0.44038 1.24102 -3.41764  -0.3056
C 1.01043 0.56518 -2.21210  -0.1503
O 2.02563 -0.19608 -2.69148  0.0998
C 2.10879 -0.22131 -3.99001  -0.6257
O 3.04148 -0.57423 -4.66269  0.1667
O 1.19030 0.55781 -4.41965  0.1219
H -1.20983 -0.05713 -3.84369  0.0921
H -1.26476 1.52260 -4.64498  0.1049
H -1.56390 1.28587 -2.86209  0.0830
H 0.59078 2.32026 -3.44479  0.1578
H 0.27894 0.01518 -1.62006  0.0993
H 1.49428 1.31235 -1.58304  0.1298
C -1.25793 -2.76888 -2.33213  0.0003
C -2.66046 -2.16918 -1.99806  -0.4647
O -3.70507 -2.45963 -2.53759  0.0775
C -2.69695 -1.03783 -1.00223  -0.0341
H -0.50698 -2.05618 -2.67304  0.0642
H -1.46019 -3.64453 -2.94894  0.0859
H -0.94929 -3.18217 -1.37191  0.0598
H -3.71442 -0.66847 -0.87404  0.0826
H -2.13060 -0.14633 -1.27165  0.0477
H -2.50099 -1.46433 -0.01847  0.0767
C 0.44831 -2.98478 2.04811  -0.0146
C 1.14090 -2.39455 0.89827  -0.4820
O 0.51178 -1.87277 -0.05331  0.0029
C 2.61553 -2.59372 0.76082  -0.0069
H 0.83550 -2.65809 3.01324  0.0957
H 0.11514 -4.01638 1.93450  0.1098
H -0.46870 -2.39695 2.00764  0.0732
H 2.74114 -3.65857 0.95684  0.0973
H 3.21040 -1.91208 1.36877  0.0891
H 2.91368 -2.40666 -0.27079  0.0879
C -0.40094 4.06195 5.90817  -1.4090
Br -1.92178 2.69671 5.92188  0.4934
Br 0.98137 3.65014 7.40471  0.4736
Br -1.19335 5.87841 6.08032  0.5384
H 0.15908 4.06347 4.97305  -0.0655

Force components x, y, z for each atom (eV/Å):
Ag -0.4 -0.2 0.2
C -0.7 -0.5 0.6
C 0.0 1.2 0.7
O 0.1 -0.8 -0.1
H -0.2 -0.3 -0.1
H 0.1 0.5 -0.6
H 0.7 -0.2 -0.2
H 0.7 -0.1 0.0
H -0.4 0.3 -0.3
C -1.5 -0.5 0.4
C 0.0 -0.6 -1.0
C -0.9 1.6 1.8
O 2.2 -3.2 2.7
C 3.2 1.2 -1.4
O -0.8 -1.1 0.8
O -2.6 2.3 -3.4
H 0.3 -0.1 -0.2
H -0.2 0.0 0.2
H -0.3 0.6 -0.2
H 0.7 0.0 -0.2
H 0.1 -0.3 -0.1
H -0.2 0.1 0.5
C -2.1 -0.8 1.0
C 0.3 1.3 -1.2
O 0.8 -0.8 0.0
C -0.9 0.1 0.9
H -0.3 -0.1 -0.1
H 0.4 0.4 -0.5
H 0.4 0.2 0.0
H -0.2 -0.2 -0.5
H 0.6 -0.4 0.2
H 0.8 0.3 0.1
C -2.0 1.6 0.7
C -0.1 0.7 -3.5
O 1.1 -0.7 2.5
C -0.1 0.0 -0.7
H 0.6 -0.9 0.0
H 0.7 -0.1 0.2
H -0.6 -0.3 0.2
H 0.7 0.1 0.4
H 0.0 -0.4 0.5
H -0.1 0.0 0.0
C -0.5 0.0 1.5
Br 1.7 1.2 -0.2
Br -1.6 0.4 -1.6
Br 0.7 -1.3 0.0
H -0.3 -0.3 0.3

Results
Spin multiplicity = 2
Charge = +1
Energy = -240269.003 eV
LUMO level (alpha / beta) = -6.455 / -7.183 eV
HOMO energy (alpha / beta) = -11.339 / -11.339 eV